No. 1
C3H5NO3S in the gas phase. Source: OMol25; level of theory: ωB97M-V/def2-TZVPD.

Summary:
* gap between HOMO and LUMO: 7.87 eV
* SMILES string: O=S(=O)=C1NC[C@H]1O
* DFT total energy: -795.8308 Ha

```
! wB97M-V def2-TZVPD RIJCOSX def2/J DEFGRID3
* xyz 0 1
O -2.99 1.21 0.18
S -2.01 0.17 0.39
O -2.41 -1.14 -0.10
C -0.40 0.51 -0.64
N 0.50 1.31 -0.09
C 1.48 0.29 0.31
C 0.61 -0.70 -0.51
O 0.33 -1.80 0.32
H 0.52 2.29 0.02
H 1.40 -0.02 1.33
H 2.53 0.56 -0.14
H 1.08 -1.07 -1.39
H -0.63 -1.62 0.34
*
```

Atomic partial charges in e from the Mulliken method, atoms 1 to 2: -0.523, 0.684

No. 2
2 unconnected molecules or ions with the total composition C11H12F3INO3S. Source: OMol25; level of theory: ωB97M-V/def2-TZVPD.

Summary:
* gap between HOMO and LUMO: 3.45 eV
* DFT total energy: -1702.1678 Ha

```
! wB97M-V def2-TZVPD RIJCOSX def2/J DEFGRID3
* xyz -1 1
C -1.57 -1.68 1.41
N 0.01 -1.63 1.32
O 0.57 -0.81 2.05
O 0.54 -2.39 0.51
H -1.90 -2.44 0.70
H -1.92 -0.68 1.16
C -1.23 3.19 3.76
C -0.60 3.02 5.15
C 0.88 2.70 4.93
C -0.75 4.23 6.07
C -0.95 3.95 7.40
I -1.07 1.89 7.86
C -1.21 4.94 8.35
C -1.30 6.27 7.92
C -1.07 6.58 6.57
C -0.77 5.56 5.65
O -1.33 1.97 5.75
S -2.02 -2.17 3.04
C -3.39 -1.02 3.39
F -4.59 -1.51 2.94
F -3.47 -0.88 4.75
F -3.23 0.22 2.85
H -0.68 3.91 3.15
H -1.23 2.22 3.25
H -2.26 3.52 3.85
H 1.31 3.47 4.27
H 1.45 2.71 5.86
H 0.99 1.72 4.44
H -1.35 4.66 9.39
H -1.55 7.06 8.63
H -1.14 7.61 6.23
H -0.56 5.80 4.60
*
```

Atomic partial charges in e from the Mulliken method, atoms 1 to 2: -0.419, 0.770

No. 3
A molecular structure, CH30F3O18SZr. Source: OMol25; level of theory: ωB97M-V/def2-TZVPD.

Summary:
* gap between HOMO and LUMO: 2.12 eV
* DFT total energy: -2154.0654 Ha

```
! wB97M-V def2-TZVPD RIJCOSX def2/J DEFGRID3
* xyz 3 1
Zr 3.56 -0.83 0.32
C -0.88 0.62 -0.16
F -0.31 0.79 -1.36
F -0.66 1.65 0.59
F -2.20 0.46 -0.27
S -0.06 -0.89 0.73
O -0.54 -2.11 0.05
O 1.43 -0.75 0.57
O -0.49 -0.73 2.12
O -4.76 -0.52 -1.11
H -4.65 0.03 -0.34
H -3.98 -1.06 -1.14
O -1.06 3.37 -2.50
H -0.59 2.55 -2.34
H -1.95 3.19 -2.19
O -1.96 -2.98 2.72
H -1.39 -3.15 3.48
H -1.66 -2.13 2.39
O 3.17 -3.08 -0.05
H 2.66 -3.78 0.36
H 3.66 -3.52 -0.75
O 3.31 0.70 1.96
H 3.90 1.45 2.07
H 2.77 0.71 2.75
O -0.77 0.17 -4.24
H -0.92 -0.59 -3.68
H 0.16 0.37 -4.13
O 2.99 -2.01 2.20
H 3.51 -2.78 2.43
H 2.30 -1.98 2.87
O -1.66 -1.89 -2.71
H -1.14 -2.66 -2.48
H -2.42 -1.94 -2.12
O 1.75 3.41 1.11
H 0.84 3.68 1.27
H 2.18 3.51 1.96
O 2.60 1.29 -0.52
H 2.90 1.69 -1.34
H 2.20 2.01 -0.03
O -3.41 2.83 -1.53
H -3.42 1.96 -1.14
H -4.34 3.03 -1.69
O -0.91 4.51 1.26
H -1.51 3.92 0.80
H -1.30 4.62 2.13
O 2.89 -1.07 -1.79
H 2.21 -1.64 -2.16
H 3.33 -0.70 -2.55
O -1.96 0.83 3.63
H -1.39 0.20 3.19
H -1.40 1.59 3.79
O -0.03 -4.14 -1.16
H -0.41 -4.83 -0.62
H -0.19 -3.34 -0.67
*
```

Atomic partial charges in e from the Mulliken method, atoms 1 to 2: 1.094, 0.331

No. 4
C5H6 in the gas phase. Source: OMol25; level of theory: ωB97M-V/def2-TZVPD.

Summary:
* gap between HOMO and LUMO: 9.90 eV
* SMILES string: C#CC1CC1
* DFT total energy: -193.9662 Ha

```
! wB97M-V def2-TZVPD RIJCOSX def2/J DEFGRID3
* xyz 0 1
C 2.49 -0.41 -0.21
C 1.33 -0.16 -0.43
C -0.05 0.18 -0.67
C -1.11 -0.67 -0.06
C -0.97 0.65 0.56
H 3.52 -0.60 0.00
H -0.26 1.21 -0.93
H -2.01 -0.94 -0.60
H -0.71 -1.46 0.57
H -1.76 1.37 0.29
H -0.47 0.83 1.49
*
```

Atomic partial charges in e from the Mulliken method, atoms 1 to 2: 0.267, -0.558

No. 5
C3H5NO3 in the gas phase. Source: OMol25; level of theory: ωB97M-V/def2-TZVPD.

Summary:
* gap between HOMO and LUMO: 9.50 eV
* SMILES string: O=C1NCC1(O)O
* DFT total energy: -397.7265 Ha

```
! wB97M-V def2-TZVPD RIJCOSX def2/J DEFGRID3
* xyz 0 1
O -1.09 -2.17 0.92
C -0.40 -1.29 0.56
N 0.87 -1.25 0.15
C 0.95 0.05 -0.54
C -0.45 0.50 0.02
O -0.69 1.24 1.22
O -1.33 0.94 -1.08
H 1.57 -1.99 0.01
H 0.90 0.10 -1.66
H 1.88 0.63 -0.24
H -0.03 1.84 1.51
H -2.18 1.39 -0.87
*
```

Atomic partial charges in e from the Mulliken method, atoms 1 to 2: -0.540, 0.223

No. 6
A molecular structure, C26H21NO7PSV. Source: OMol25; level of theory: ωB97M-V/def2-TZVPD.

Summary:
* gap between HOMO and LUMO (spin up / spin down): 6.35 / 5.36 eV
* <S²>: 0.873
* DFT total energy: -3268.4523 Ha

```
! wB97M-V def2-TZVPD RIJCOSX def2/J DEFGRID3
* xyz -1 2
V 0.14 0.41 0.28
O 0.09 1.79 2.46
N -0.30 1.94 1.14
C -1.02 3.02 0.94
C -1.63 3.42 -0.28
C -2.42 4.60 -0.27
C -3.11 5.02 -1.38
C -3.07 4.27 -2.55
C -2.28 3.14 -2.60
C -1.55 2.70 -1.50
P -0.37 1.32 -1.69
C 0.65 2.19 -2.93
C 0.58 1.95 -4.30
C 1.29 2.74 -5.18
C 2.06 3.80 -4.70
C 2.12 4.04 -3.34
C 1.42 3.24 -2.46
C -1.25 0.04 -2.62
C -2.64 -0.04 -2.63
C -3.27 -1.07 -3.31
C -2.51 -2.04 -3.95
C -1.13 -2.00 -3.88
C -0.50 -0.97 -3.22
H 0.09 0.79 2.56
H -1.20 3.64 1.82
H -2.46 5.17 0.64
H -3.71 5.91 -1.32
H -3.64 4.58 -3.42
H -2.21 2.58 -3.53
H -0.03 1.14 -4.67
H 1.23 2.55 -6.24
H 2.58 4.44 -5.40
H 2.71 4.87 -2.97
H 1.45 3.42 -1.39
H -3.23 0.70 -2.10
H -4.35 -1.12 -3.33
H -3.00 -2.85 -4.49
H -0.54 -2.78 -4.35
H 0.58 -0.92 -3.14
O -0.10 -0.85 2.15
S -0.90 -1.42 1.02
O -1.63 -2.61 1.38
O 0.08 -1.59 -0.10
O -1.76 -0.28 0.57
O 2.23 0.12 -1.81
C 2.66 0.29 -0.67
O 2.02 0.79 0.30
C 4.11 0.00 -0.35
C 4.44 -0.60 0.86
C 5.77 -0.77 1.21
C 6.78 -0.33 0.37
C 6.45 0.26 -0.85
C 5.12 0.41 -1.21
H 3.65 -0.92 1.52
H 6.03 -1.24 2.15
H 7.81 -0.43 0.66
H 7.24 0.61 -1.50
H 4.86 0.86 -2.15
*
```

Atomic partial charges in e from the Mulliken method, atoms 1 to 2: -0.215, -0.581

No. 7
A molecular structure, C19H22CaN4O3S. Source: OMol25; level of theory: ωB97M-V/def2-TZVPD.

Summary:
* gap between HOMO and LUMO: 6.49 eV
* DFT total energy: -2257.2752 Ha

```
! wB97M-V def2-TZVPD RIJCOSX def2/J DEFGRID3
* xyz 2 1
Ca -1.43 -0.87 0.06
C 1.09 3.51 0.01
C 2.54 3.03 0.01
C 3.23 3.58 -1.25
C 3.24 3.58 1.26
C 2.64 1.51 0.01
C 3.93 0.91 0.00
C 4.12 -0.45 -0.01
C 2.98 -1.27 0.00
S 2.86 -2.98 -0.01
C 1.15 -2.88 0.00
N 0.68 -1.65 0.01
C 1.71 -0.71 0.01
C 1.54 0.68 0.01
C 0.35 -4.15 0.00
C 1.06 -5.35 -0.01
C 0.41 -6.58 -0.01
C -0.97 -6.67 -0.01
C -1.71 -5.50 0.00
C -1.06 -4.27 0.00
H 1.07 4.60 0.01
H 0.55 3.18 0.91
H 0.54 3.18 -0.88
H 3.16 4.67 -1.26
H 2.76 3.20 -2.16
H 4.28 3.31 -1.28
H 3.18 4.67 1.27
H 4.29 3.31 1.28
H 2.77 3.20 2.17
H 4.80 1.55 -0.01
H 5.12 -0.87 -0.01
H 0.55 1.14 0.01
H 2.14 -5.35 -0.01
H 1.01 -7.48 -0.02
H -1.46 -7.63 -0.02
H -2.79 -5.52 0.00
C -3.86 3.73 -0.03
O -3.17 2.46 -0.03
C -3.82 1.32 -0.01
O -3.14 0.27 -0.01
N -5.15 1.31 0.01
N -5.85 0.10 0.02
H -3.08 4.48 -0.05
H -4.45 3.84 0.87
H -4.47 3.82 -0.93
H -5.65 2.19 0.00
H -6.43 0.04 -0.81
H -6.43 0.06 0.85
O -3.03 -3.13 0.02
N -1.81 -3.09 0.02
*
```

Atomic partial charges in e from the Mulliken method, atoms 1 to 2: 2.121, -2.285

No. 8
A molecular structure, ClO4SbSe4Ta. Source: OMol25; level of theory: ωB97M-V/def2-TZVPD.

Summary:
* gap between HOMO and LUMO: 6.27 eV
* DFT total energy: -10663.7692 Ha

```
! wB97M-V def2-TZVPD RIJCOSX def2/J DEFGRID3
* xyz 1 1
Ta -0.20 0.33 0.34
Se 1.84 -3.19 -3.83
Sb 1.17 -2.03 -1.76
Se -1.16 -1.70 -1.02
Se 2.03 0.15 -1.02
Se 2.40 -4.12 -1.59
O -0.76 3.72 2.18
Cl -1.42 2.47 2.15
O -2.83 2.54 2.17
O 0.05 -0.10 1.97
O -1.11 1.93 0.41
*
```

Atomic partial charges in e from the Mulliken method, atoms 1 to 2: 1.315, -0.100

No. 9
A molecular structure, C19H20ClCoN5P. Source: OMol25; level of theory: ωB97M-V/def2-TZVPD.

Summary:
* gap between HOMO and LUMO (spin up / spin down): 8.03 / 4.98 eV
* <S²>: 6.030
* DFT total energy: -3193.3442 Ha

```
! wB97M-V def2-TZVPD RIJCOSX def2/J DEFGRID3
* xyz 2 5
Co 0.42 -0.89 1.32
Cl 0.37 0.72 2.72
P 0.15 0.79 -0.10
C -1.28 -0.06 -0.83
C -1.13 -0.88 -1.96
C -2.24 -1.59 -2.43
C -3.47 -1.50 -1.77
C -3.61 -0.68 -0.64
C -2.52 0.03 -0.15
C -0.18 2.56 -0.17
C 0.67 3.47 0.49
C 0.56 4.84 0.27
C -0.43 5.34 -0.58
C -1.34 4.46 -1.18
C -1.21 3.08 -0.99
C 1.77 0.46 -0.87
C 2.75 -0.14 -0.07
C 3.97 -0.52 -0.63
C 4.24 -0.23 -1.98
C 3.28 0.41 -2.76
C 2.04 0.77 -2.22
H 1.41 3.07 1.19
H 1.25 5.52 0.76
H -0.50 6.42 -0.77
H -2.13 4.85 -1.81
H -1.92 2.41 -1.47
H -0.17 -0.95 -2.46
H -2.13 -2.23 -3.31
H -4.33 -2.07 -2.14
H -4.57 -0.60 -0.14
H -2.59 0.63 0.75
H 2.53 -0.36 0.99
H 4.71 -1.05 -0.02
H 5.20 -0.50 -2.40
H 3.49 0.64 -3.81
H 1.29 1.28 -2.82
H 0.18 -1.75 0.07
H 1.07 -1.85 0.30
N -1.88 -4.20 4.66
N -0.89 -3.69 3.81
N 0.04 -4.54 3.29
C 0.55 -3.77 2.32
N -0.04 -2.56 2.23
N -1.03 -2.54 3.18
H -2.22 -3.46 5.26
H -1.48 -4.98 5.17
H 1.35 -4.15 1.69
*
```

Atomic partial charges in e from the Mulliken method, atoms 1 to 2: -0.345, -0.246

No. 10
2 unconnected molecules or ions with the total composition C11H19N. Source: OMol25; level of theory: ωB97M-V/def2-TZVPD.

Summary:
* gap between HOMO and LUMO (spin up / spin down): 8.23 / 7.93 eV
* DFT total energy: -485.0849 Ha

```
! wB97M-V def2-TZVPD RIJCOSX def2/J DEFGRID3
* xyz 0 1
C -2.60 0.77 0.18
C -0.43 -1.56 1.55
C -0.33 -0.90 0.42
C 2.18 0.53 0.09
C -1.34 1.27 2.31
C -0.74 2.40 0.03
C 1.33 -2.29 -0.77
C -0.47 -0.99 -2.12
C 1.45 0.13 -1.19
C -1.45 1.27 0.76
C 0.37 -1.03 -0.87
N -3.45 0.28 -0.42
H 0.19 -2.33 1.81
H -1.14 -1.29 2.29
H 2.25 1.55 0.18
H 3.20 0.05 0.29
H 1.44 0.19 1.02
H -1.76 2.24 2.70
H -0.30 1.31 2.50
H -1.82 0.47 2.70
H -1.26 3.34 0.33
H 0.31 2.48 0.16
H -0.81 2.37 -0.99
H 1.79 -2.30 0.17
H 0.59 -3.19 -0.66
H 1.94 -2.40 -1.70
H -0.87 -0.05 -2.37
H 0.12 -1.37 -3.01
H -1.31 -1.66 -1.97
H 0.91 0.99 -1.46
H 2.00 -0.30 -1.96
*
```

Atomic partial charges in e from the Mulliken method, atoms 1 to 2: 0.148, -1.058

No. 11
A molecular structure, C2H4CeF3NO5S2. Source: OMol25; level of theory: ωB97M-V/def2-TZVPD.

Summary:
* gap between HOMO and LUMO (spin up / spin down): 6.61 / 6.86 eV
* <S²>: 0.795
* DFT total energy: -2080.0573 Ha

```
! wB97M-V def2-TZVPD RIJCOSX def2/J DEFGRID3
* xyz 1 2
N -0.36 1.27 0.27
S 0.96 1.73 -0.71
O 1.95 1.55 0.56
O 1.36 0.53 -1.56
S -0.88 -0.26 0.51
O 0.50 -0.85 0.69
O -1.48 -1.51 1.04
C -2.64 0.33 0.08
F -3.08 1.08 1.07
F -2.65 1.01 -1.05
F -3.54 -0.61 -0.11
Ce 2.77 -0.67 -0.11
O 4.31 -2.20 -0.23
H 5.24 -2.12 0.00
C 0.37 2.46 1.72
H -0.63 2.89 1.57
H 1.03 2.09 2.52
H 0.47 3.38 2.32
*
```

Atomic partial charges in e from the Mulliken method, atoms 1 to 2: -0.397, 0.666

No. 12
A gas-phase ion, C2HCl3NO2 (charge -1). Source: OMol25; level of theory: ωB97M-V/def2-TZVPD.

Summary:
* gap between HOMO and LUMO: 8.30 eV
* SMILES string: O=C([O-])NC(Cl)(Cl)Cl
* DFT total energy: -1662.7034 Ha

```
! wB97M-V def2-TZVPD RIJCOSX def2/J DEFGRID3
* xyz -1 1
O -1.86 -1.25 -1.07
C -1.54 -0.28 -0.48
O -2.06 0.81 -0.22
N -0.10 -0.56 0.17
C 0.98 0.34 0.33
Cl 2.40 -0.35 1.23
Cl 1.57 1.01 -1.28
Cl 0.28 1.71 1.27
H 0.35 -1.43 0.06
*
```

Atomic partial charges in e from the Mulliken method, atoms 1 to 2: -0.628, 0.593